Entry 1:
Molecular formula: C42H112O42S14
Method: DFT, the ωB97M-V functional and the def2-TZVPD basis

```
! wB97M-V def2-TZVPD RIJCOSX def2/J DEFGRID3
* xyz 0 1
O 12.356 16.281 14.633
S 12.918 15.734 15.881
O 14.129 16.366 16.394
O 11.852 15.913 17.101
C 10.558 15.888 16.721
C 9.814 15.461 17.973
C 13.147 13.866 15.872
H 10.337 15.114 15.985
H 10.223 16.856 16.348
H 9.810 16.201 18.774
H 10.285 14.549 18.337
H 8.786 15.217 17.705
H 12.265 13.434 15.399
H 13.267 13.453 16.873
H 13.862 13.564 15.107
O 21.831 17.511 26.467
S 21.069 16.587 25.612
O 19.662 16.305 25.894
O 21.249 17.080 24.017
C 20.537 16.322 23.003
C 21.438 16.266 21.823
C 21.877 14.917 25.467
H 19.518 16.632 22.772
H 20.384 15.294 23.333
H 21.709 17.194 21.318
H 21.024 15.558 21.105
H 22.368 15.798 22.146
H 21.198 14.191 25.022
H 21.855 14.646 26.522
H 22.865 14.945 25.008
O 14.135 21.159 23.526
S 13.924 19.784 23.059
O 13.014 19.434 21.924
O 15.434 19.103 22.708
C 16.518 19.659 23.473
C 17.623 18.644 23.450
C 13.643 18.732 24.563
H 16.302 20.042 24.470
H 16.848 20.520 22.892
H 17.678 18.177 22.467
H 17.671 17.840 24.184
H 18.514 19.259 23.581
H 12.631 18.832 24.955
H 14.382 18.762 25.364
H 13.826 17.741 24.147
O 17.984 19.957 14.932
S 16.837 20.735 15.480
O 15.625 20.932 14.692
O 16.454 20.166 16.994
C 15.412 20.815 17.747
C 15.170 19.871 18.886
C 17.423 22.394 15.967
H 14.492 21.075 17.224
H 15.871 21.702 18.183
H 16.059 19.671 19.484
H 14.988 18.905 18.415
H 14.398 20.222 19.571
H 16.654 22.925 16.527
H 17.472 22.964 15.038
H 18.358 22.193 16.491
O 13.601 9.195 17.908
S 14.709 9.957 17.287
O 14.463 11.223 16.657
O 15.804 10.233 18.533
C 16.790 11.192 18.294
C 16.258 12.583 18.814
C 15.713 8.725 16.309
H 17.294 11.151 17.329
H 17.450 10.837 19.086
H 15.667 12.451 19.720
H 15.596 13.067 18.096
H 17.069 13.310 18.855
H 15.041 7.921 16.007
H 16.475 8.324 16.977
H 16.140 9.159 15.406
O 22.459 10.565 15.031
S 21.341 10.596 14.109
O 20.553 9.403 13.861
O 20.306 11.789 14.575
C 20.864 12.839 15.348
C 19.880 13.988 15.457
C 21.869 11.301 12.503
H 21.784 13.095 14.822
H 21.194 12.410 16.294
H 19.062 13.626 16.080
H 19.477 14.414 14.539
H 20.397 14.838 15.901
H 21.022 11.667 11.923
H 22.490 10.569 11.986
H 22.457 12.143 12.868
O 19.397 12.993 23.462
S 20.428 12.393 22.598
O 21.751 12.911 22.754
O 20.283 10.680 22.723
C 21.421 10.082 23.336
C 22.533 9.735 22.328
C 19.987 12.527 20.777
H 21.018 9.171 23.777
H 21.812 10.618 24.201
H 23.231 9.095 22.869
H 23.024 10.646 21.983
H 22.237 9.315 21.367
H 19.799 13.585 20.599
H 19.083 11.944 20.601
H 20.820 12.072 20.239
O 26.359 19.919 18.451
S 25.080 20.151 17.766
O 23.756 19.946 18.404
O 25.017 21.482 16.863
C 23.815 21.764 16.183
C 24.184 22.625 14.951
C 25.268 18.924 16.395
H 23.383 22.461 16.902
H 23.196 20.909 15.914
H 23.435 22.656 14.160
H 25.066 22.192 14.480
H 24.502 23.618 15.269
H 24.283 18.894 15.928
H 25.470 17.979 16.900
H 26.039 19.262 15.703
O 24.071 14.673 20.210
S 24.222 15.240 18.870
O 25.375 16.089 18.541
O 24.194 14.025 17.757
C 23.482 12.824 17.969
C 24.318 11.920 18.911
C 22.672 16.136 18.304
H 23.396 12.292 17.022
H 22.483 12.865 18.402
H 25.363 11.822 18.617
H 23.887 10.919 18.916
H 24.306 12.327 19.923
H 22.629 16.045 17.219
H 22.685 17.170 18.648
H 21.756 15.651 18.642
O 22.377 17.569 12.450
S 21.521 18.443 13.244
O 22.085 19.415 14.216
O 20.335 19.205 12.314
C 19.803 18.514 11.207
C 19.876 19.462 9.914
C 20.432 17.372 14.315
H 18.742 18.348 11.394
H 20.304 17.552 11.107
H 19.461 20.454 10.091
H 19.263 18.994 9.144
H 20.851 19.469 9.426
H 19.686 18.064 14.706
H 21.023 16.860 15.075
H 19.883 16.737 13.620
O 18.878 22.255 19.243
S 19.821 22.528 20.322
O 19.799 23.764 21.045
O 19.763 21.198 21.421
C 20.441 21.358 22.711
C 21.201 20.026 22.898
C 21.665 22.251 19.708
H 19.636 21.242 23.436
H 21.003 22.265 22.935
H 21.502 19.870 23.934
H 22.105 20.023 22.288
H 20.553 19.197 22.611
H 21.978 23.115 19.121
H 21.697 21.300 19.178
H 22.318 22.257 20.582
O 15.143 15.358 13.169
S 16.162 16.372 13.319
O 17.360 16.081 14.143
O 16.623 16.829 11.782
C 15.709 16.534 10.749
C 16.190 17.105 9.415
C 15.459 17.963 13.890
H 14.737 16.953 11.011
H 15.598 15.455 10.645
H 16.441 18.148 9.611
H 15.269 17.010 8.841
H 17.042 16.621 8.937
H 16.116 18.791 13.624
H 15.235 18.004 14.956
H 14.555 18.026 13.285
O 13.611 15.141 23.072
S 14.880 14.597 22.536
O 15.125 13.154 22.600
O 15.074 15.179 21.033
C 14.610 16.491 20.706
C 13.450 16.165 19.662
C 16.409 15.346 23.374
H 15.389 17.088 20.232
H 14.149 16.992 21.557
H 13.962 15.705 18.817
H 13.049 17.094 19.256
H 12.675 15.469 19.983
H 16.765 15.970 22.554
H 17.200 14.626 23.584
H 16.048 15.833 24.280
O 19.068 14.996 18.647
S 18.580 16.354 18.806
O 18.159 16.841 20.165
O 19.756 17.420 18.346
C 19.836 18.805 18.704
C 20.177 19.472 17.425
C 17.225 16.848 17.532
H 20.608 18.934 19.462
H 18.831 19.115 18.992
H 21.216 19.351 17.120
H 20.188 20.553 17.564
H 19.566 19.318 16.536
H 16.303 16.680 18.088
H 17.399 16.177 16.692
H 17.439 17.855 17.174
*
```

Computed properties:
LUMO energy   0.006 eV
Kohn-Sham gap   10.66 eV

Results of the Mulliken charge analysis, in e, for atoms 1 through 99:
1. O -0.6732
2. S 0.8306
3. O -0.5092
4. O 0.0666
5. C -0.2265
6. C -1.2517
7. C -1.0373
8. H 0.3615
9. H 0.2623
10. H 0.2947
11. H 0.2816
12. H 0.4114
13. H 0.5949
14. H 0.2574
15. H 0.3658
16. O -0.6383
17. S 1.0841
18. O -0.5898
19. O -0.3349
20. C 1.7602
21. C -0.4776
22. C -0.8120
23. H -0.9621
24. H 0.0358
25. H 0.3079
26. H -0.5210
27. H 0.4259
28. H 0.1564
29. H 0.4945
30. H 0.2985
31. O -0.6154
32. S 1.1243
33. O -0.5537
34. O -0.1916
35. C -0.8983
36. C -0.0042
37. C -0.6292
38. H 0.5629
39. H 0.2266
40. H -0.4789
41. H 0.5101
42. H 0.1528
43. H 0.4222
44. H 0.3071
45. H 0.0389
46. O -0.3956
47. S 0.9790
48. O -0.6073
49. O -0.0359
50. C -0.5166
51. C -0.3004
52. C -1.0432
53. H 0.3898
54. H 0.2965
55. H -0.0258
56. H -0.2885
57. H 0.5239
58. H 0.4380
59. H 0.4887
60. H 0.0904
61. O -0.6510
62. S 1.1106
63. O -0.4258
64. O -0.4685
65. C -0.6500
66. C -0.0832
67. C -1.0221
68. H 0.4833
69. H 0.2832
70. H 0.4727
71. H 0.0009
72. H -0.1503
73. H 0.4001
74. H 0.3412
75. H 0.3291
76. O -0.5534
77. S 1.0589
78. O -0.6193
79. O -0.3447
80. C -0.4435
81. C 0.1806
82. C -0.8422
83. H 0.5541
84. H 0.0501
85. H -0.0490
86. H 0.3710
87. H -0.3672
88. H 0.3067
89. H 0.3665
90. H 0.2914
91. O -0.6480
92. S 0.9496
93. O -0.4589
94. O -0.3526
95. C -0.3482
96. C -0.9495
97. C -0.2840
98. H 0.3864
99. H 0.3117

---

Entry 2:
Molecular formula: C3H6OS4
Method: DFT, the ωB97M-V functional and the def2-TZVPD basis

```
! wB97M-V def2-TZVPD RIJCOSX def2/J DEFGRID3
* xyz 0 1
C 1.115 0.810 0.000
C 0.224 -1.279 0.977
C 0.797 -0.619 -0.259
O -2.067 1.424 -0.446
S 1.060 2.098 -1.086
S 1.645 1.150 1.673
S 1.253 -0.741 2.443
S -0.073 -0.919 -1.860
H -0.871 -1.109 1.153
H 0.438 -2.358 0.745
H 1.697 -1.121 -0.671
H -1.156 1.834 -0.684
H -2.727 2.101 -0.536
H -1.335 -1.272 -1.449
*
```

Computed properties:
LUMO energy   -0.861 eV
SMILES string   S=C1SSC[C@H]1S.O
Kohn-Sham gap   7.84 eV

Atom-resolved charges from Mulliken, all expressed in e:
1. C -0.0560
2. C -0.5113
3. C -0.0215
4. O -0.5360
5. S -0.2095
6. S -0.0378
7. S -0.1117
8. S -0.1370
9. H 0.3466
10. H 0.3328
11. H 0.2552
12. H 0.2681
13. H 0.2717
14. H 0.1464

---

Listing ΔE to the lowest compared entry with this formula, charge and spin for the structures above in their given order: 622.5; 9.2 kJ/mol.